The following is a DFT calculation (wB97M-V/def2-TZVPD) of the molecule C21H40N4O3S at a distorted geometry.

The calculation puts the strongest force on any atom at 1.16 eV/A. As for the structure (SMILES): C[C@H]1C[C@H](C)CN(CCCNC(=O)C2CCN(S(=O)(=O)N3CCCCC3)CC2)C1. For the frontier orbital gap, the calculation gives 9.2 eV. As for the total charge: 0. The value obtained for the energy above the lowest of the compared OMol25 structures with the same formula, charge and spin is 2.9 kcal/mol. Its HOMO energy is -8.524 eV. For the calculated total energy, the calculation gives -1667.1526 a.u.

```
69
Properties=species:S:1:pos:R:3:forces:R:3
C -0.640462 -2.807090 -1.699403 -0.16 -0.11 0.17
H -0.474926 -1.777044 -1.399434 0.02 0.06 -0.03
H -1.095954 -2.808431 -2.687548 -0.01 0.03 -0.16
H 0.324153 -3.306406 -1.770886 0.15 -0.03 -0.05
C -1.539622 -3.540516 -0.707287 -0.04 -0.08 -0.06
C -0.918579 -3.617265 0.690505 -0.07 0.22 -0.20
C -0.954362 -2.257856 1.387647 -0.13 -0.22 0.33
C -0.397985 -2.346874 2.804708 -0.10 0.06 -0.31
H -0.416126 -1.371069 3.285314 0.02 0.12 0.13
H -0.989869 -3.035723 3.405131 -0.04 -0.08 0.11
H 0.629676 -2.703043 2.787899 0.14 -0.05 0.06
C -2.394195 -1.742785 1.392838 0.33 0.08 -0.03
N -2.850622 -1.585482 0.026752 0.00 0.07 0.11
C -2.919782 -2.884496 -0.615931 0.14 -0.21 -0.13
H -3.328459 -2.760683 -1.620902 -0.04 -0.02 -0.01
H -3.602566 -3.556768 -0.058425 -0.02 0.09 -0.04
C -4.102348 -0.857449 -0.092623 -0.08 0.01 -0.23
C -4.206126 -0.174423 -1.465758 -0.09 0.15 0.24
C -3.975217 1.332840 -1.390383 -0.27 -0.03 -0.19
N -2.701416 1.648159 -0.787338 -0.06 -0.44 -0.31
C -2.561297 2.611788 0.140951 0.59 0.28 0.31
O -3.486120 3.294383 0.537435 -0.29 0.23 0.14
C -1.132219 2.802112 0.654643 -0.17 -0.10 -0.11
C -0.184190 3.171451 -0.492493 0.14 0.14 0.24
C 1.251340 3.264585 0.020680 -0.09 0.33 -0.61
N 1.667674 2.020170 0.641644 0.45 -0.66 -0.61
S 1.947390 0.784479 -0.447259 0.35 0.19 0.90
O 2.685889 1.359138 -1.531644 0.08 0.20 -0.07
O 0.757678 0.053024 -0.783613 -0.01 -0.23 0.03
N 2.867646 -0.188328 0.536187 -0.77 0.58 -0.64
C 2.833082 -1.604999 0.234347 -0.27 -0.52 -0.30
H 1.785517 -1.879385 0.122803 0.05 -0.23 0.11
C 3.621042 -1.948374 -1.038093 0.03 0.08 0.09
C 4.798060 -0.979972 -1.218765 0.15 -0.08 0.04
C 5.295944 -0.497744 0.140701 -0.19 0.04 -0.19
C 4.196089 0.337924 0.804637 0.55 0.34 0.34
H 4.206159 1.357018 0.415784 0.28 -0.03 0.17
H 4.338864 0.378832 1.890862 0.02 0.08 -0.09
H 5.549150 -1.356385 0.766261 0.08 0.00 0.05
H 6.191864 0.112667 0.027445 0.03 -0.02 0.10
H 4.467353 -0.111157 -1.789535 0.11 -0.07 -0.06
H 5.603326 -1.466303 -1.770757 -0.02 0.05 -0.05
H 2.959829 -1.875806 -1.902033 -0.04 -0.11 -0.04
H 3.978259 -2.977681 -0.965844 -0.05 -0.03 -0.05
H 3.242729 -2.127092 1.103734 -0.08 0.06 -0.01
C 0.825064 1.644123 1.758892 -0.41 -0.40 0.38
C -0.651874 1.538771 1.376528 0.11 0.17 0.11
H -0.773604 0.676165 0.724327 -0.10 -0.04 0.13
H -1.247304 1.383324 2.278340 -0.03 -0.05 0.01
H 0.967918 2.397749 2.540230 0.05 -0.06 -0.03
H 1.195081 0.683008 2.118872 -0.09 0.08 0.24
H 1.350072 4.058294 0.767435 0.05 -0.07 -0.01
H 1.943230 3.453576 -0.800401 -0.07 0.23 0.10
H -0.208506 2.405729 -1.269780 -0.07 0.10 -0.09
H -0.486857 4.123382 -0.931895 -0.02 -0.02 -0.07
H -1.162286 3.634829 1.366579 -0.10 -0.07 -0.09
H -1.921516 1.058833 -1.036227 0.08 0.06 0.10
H -4.741858 1.819412 -0.781259 0.08 -0.05 -0.12
H -4.020426 1.758541 -2.401497 -0.10 0.01 0.13
H -3.453941 -0.607987 -2.126198 -0.04 -0.11 -0.10
H -5.187782 -0.347367 -1.908167 0.01 0.01 -0.11
H -4.967496 -1.523391 0.069157 0.05 0.05 0.06
H -4.130171 -0.092134 0.685980 -0.02 -0.03 0.04
H -2.439121 -0.772324 1.892120 -0.03 0.00 0.02
H -3.035126 -2.446069 1.959673 0.01 0.02 0.03
H -0.351266 -1.550662 0.813199 -0.04 0.06 -0.01
H 0.110245 -3.977387 0.619863 0.06 -0.08 0.04
H -1.482710 -4.336378 1.292083 0.02 -0.04 0.09
H -1.685566 -4.563986 -1.075586 -0.04 0.08 0.04
```
Positions in Å, forces in eV/Å.

The following is a DFT calculation (wB97M-V/def2-TZVPD) of a structure of composition C21H41BN2PS4W at a distorted geometry.

Its expectation value of S² is 2.024. The calculation puts the strongest force on any atom at 2.67 eV/A. For the frontier orbital gap (spin up / spin down), the calculation gives 7.1 / 6.2 eV. As for the total charge: +3. Its HOMO energy (spin up / spin down) is -17.247 / -17.500 eV. For the calculated total energy, the calculation gives -2959.3079 a.u. The spin multiplicity is 3.

```
71
Properties=species:S:1:pos:R:3:forces:R:3
W -0.117070 0.650828 0.316442 2.48 -0.90 0.24
C -1.273747 3.754971 1.667632 -0.17 0.81 -0.51
C -2.060978 2.771490 2.499468 -0.01 -1.44 -1.37
S -1.021341 1.250991 2.600638 -0.98 -0.76 0.64
C 0.304489 1.618563 3.795393 -0.54 0.34 0.64
C 1.670753 1.446510 3.197500 -0.15 0.48 -0.88
S 1.642588 0.072635 1.959922 1.54 1.19 0.99
C 3.336794 0.562205 1.367452 0.69 -0.92 -1.30
C 3.378918 1.822844 0.494261 0.24 -0.23 0.72
S 2.070380 1.829969 -0.725031 0.89 -1.23 0.03
C 1.934872 3.585817 -1.116093 -1.41 -0.79 -0.42
C 0.965012 4.245888 -0.132297 -0.38 -0.15 -0.87
S -0.425280 3.022708 0.155940 -1.23 2.32 0.52
H -0.485129 4.215349 2.262275 0.05 0.04 -0.07
H -1.925004 4.537120 1.268775 0.13 0.03 0.12
H -3.058498 2.451727 2.095003 1.05 0.22 -0.02
H -2.274258 3.066226 3.512212 0.24 0.42 0.45
H 0.100947 0.888579 4.609441 0.31 0.73 -0.33
H 0.185117 2.666875 4.137524 -0.08 -0.72 0.12
H 2.390235 1.171889 3.970729 0.09 0.06 -0.17
H 2.003271 2.353093 2.619681 -0.35 -0.81 0.85
H 3.673412 -0.317227 0.766816 -0.09 0.61 0.52
H 4.038775 0.697972 2.221763 -0.76 -0.38 -0.36
H 4.329605 1.903265 -0.037955 0.01 -0.33 0.00
H 3.343106 2.705634 1.112609 -0.25 0.41 0.20
H 1.506890 3.516262 -2.138952 0.45 0.62 0.49
H 2.964476 3.945498 -1.107929 -0.24 0.37 -0.14
H 0.471571 5.139249 -0.571688 0.41 -0.50 0.39
H 1.472888 4.483210 0.784955 -0.07 0.13 0.59
B -4.350701 -0.979463 -0.265136 -1.42 -0.58 -0.15
C -3.050643 -0.346921 0.079327 1.07 -0.12 -1.22
N -1.939555 0.064966 0.131811 -2.25 -0.11 0.75
H -4.248828 -2.206110 -0.150718 0.22 0.55 0.18
H -5.176998 -0.535184 0.501218 0.01 -0.09 0.02
H -4.697786 -0.768570 -1.438877 0.62 0.25 0.61
C 0.276800 -4.498525 -1.364782 -0.41 -1.11 -0.35
C 0.362184 -2.966401 -1.321729 1.25 0.74 -0.13
P 0.076129 -2.145151 0.335088 -0.02 -2.13 -0.21
C -1.377719 -3.148059 0.849117 -0.21 0.70 0.23
C -1.986813 -2.692889 2.189983 -1.14 -0.72 0.31
C 1.358566 -3.016005 1.380549 0.78 0.74 -0.57
C 1.018868 -3.320101 2.864149 -0.10 -1.85 -0.48
H 1.055804 -4.943626 -2.038489 -0.76 0.59 0.49
H -0.733061 -4.854685 -1.725766 1.12 0.49 0.36
H 0.430748 -4.974011 -0.387703 0.02 0.10 -0.27
H -0.362191 -2.563554 -2.030180 0.13 0.29 -0.04
H 1.396318 -2.628923 -1.619735 -0.98 -0.34 0.02
H -0.992427 -4.188245 0.939949 -0.30 0.76 -0.24
H -2.094185 -3.098073 0.006753 0.15 -0.13 0.56
H -1.709548 -3.367398 3.016402 -0.36 0.09 -0.49
H -3.090106 -2.671211 2.103564 0.51 -0.19 0.15
H -1.724488 -1.710833 2.562701 0.33 0.48 -0.32
H 2.250100 -2.366944 1.270871 -0.09 -0.43 0.35
H 1.640268 -3.932742 0.821010 -0.34 0.51 0.38
H 0.232529 -2.678871 3.260618 0.42 0.05 0.17
H 1.944909 -3.287091 3.462109 -0.53 0.10 -0.13
H 0.629567 -4.412679 2.938439 0.58 1.89 -0.07
C -0.410848 0.622604 -6.139674 -0.75 -1.00 -0.52
C -0.358185 0.564567 -4.639241 -0.40 0.50 -0.41
C 0.736620 0.012293 -3.982817 1.84 -0.82 1.01
C 0.770606 -0.047591 -2.564443 -0.96 0.77 -1.87
N -0.226502 0.497539 -1.828667 -0.28 -0.14 -0.71
C -1.292262 1.057949 -2.487930 0.35 0.43 0.14
C -1.380278 1.134115 -3.843167 0.78 -0.36 -0.62
H -0.634936 1.594840 -6.586908 -0.36 -0.01 0.48
H -1.138864 -0.150116 -6.589603 0.96 1.16 0.87
H 0.565518 0.379603 -6.500255 0.60 -0.37 -0.43
H 1.690967 -0.336007 -4.520963 -1.87 0.39 0.68
H 1.616400 -0.447731 -2.030982 0.01 -0.13 -0.11
H -2.053660 1.580797 -1.927277 0.08 -0.28 0.40
H -2.165087 1.714330 -4.315118 -0.15 -0.30 0.12
```
Positions in Å, forces in eV/Å.

The following is a DFT calculation (wB97M-V/def2-TZVPD) of a structure of composition C21H41Br3O10S5 at a distorted geometry.

The calculation puts the strongest force on any atom at 4.83 eV/A. For the frontier orbital gap, the calculation gives 9.6 eV. As for the total charge: 0. The value obtained for the energy above the lowest of the compared OMol25 structures with the same formula, charge and spin is 46.4 kcal/mol. Its HOMO energy is -10.086 eV. For the calculated total energy, the calculation gives -11289.9777 a.u.

```
80
Properties=species:S:1:pos:R:3:forces:R:3
C -31.993802 -1.591356 22.408715 -0.25 -0.71 1.08
Br -32.863193 -3.333871 22.712546 0.80 0.44 -0.29
Br -30.077330 -1.617126 22.982857 -1.43 0.01 -0.40
Br -33.061466 -0.335665 23.503494 0.77 -0.14 -0.88
H -32.091990 -1.371385 21.345665 0.25 0.16 0.25
C -29.123810 1.343427 19.125937 0.49 0.85 -3.07
C -29.436587 0.644305 20.405614 0.49 0.17 0.08
C -28.358365 1.117124 21.399712 -0.80 0.93 0.21
S -27.439260 2.605959 20.625171 1.61 0.87 1.85
O -26.177489 2.087955 20.089902 -1.07 0.23 0.37
O -27.322469 3.778053 21.563896 -0.97 -2.74 -2.25
C -28.533723 2.785543 19.198279 -0.87 -0.43 1.41
H -29.974596 1.381916 18.445660 -0.16 -0.08 0.08
H -28.377581 0.785585 18.560202 0.08 -0.26 0.10
H -29.407271 -0.430223 20.224982 0.25 0.02 0.09
H -30.477670 0.829925 20.669798 0.18 0.38 0.62
H -27.625303 0.355092 21.664347 0.11 0.30 -0.14
H -28.878977 1.483312 22.284562 0.50 0.11 0.20
H -27.960616 3.124438 18.335264 0.09 -0.35 0.16
H -29.305698 3.523383 19.416748 0.04 0.05 0.18
C -37.974569 -5.194294 22.794359 1.30 -0.40 -0.14
C -37.051384 -3.963093 22.549861 -0.04 -0.34 0.93
C -36.343528 -3.602525 23.873935 -0.09 -0.22 -0.35
S -36.065257 -5.194590 24.758365 0.04 0.01 -0.21
O -36.704834 -5.168351 26.089682 1.23 -0.15 -1.84
O -34.657617 -5.591549 24.521594 -1.95 0.52 0.78
C -37.109293 -6.227327 23.604145 -0.07 1.47 0.57
H -38.244274 -5.631553 21.833024 -0.09 -0.07 0.03
H -38.901051 -4.879404 23.274526 0.17 -0.18 0.34
H -37.637658 -3.117720 22.189700 0.13 -0.01 -0.11
H -36.232730 -4.164963 21.859098 -0.36 -0.27 -0.40
H -36.917403 -2.898186 24.476140 0.14 -0.28 0.27
H -35.357223 -3.211552 23.624060 -0.12 0.12 0.56
H -37.633693 -6.907740 24.275066 -0.10 -0.04 -0.33
H -36.366924 -6.725411 22.980526 -0.25 -0.09 -0.03
C -33.592739 0.022915 28.415140 -1.74 -0.71 -0.42
C -33.764668 -1.218965 29.359903 -0.79 -1.80 -0.43
C -33.404825 -2.578466 28.654081 1.02 0.91 -0.19
S -33.270806 -2.258349 26.858704 0.52 0.11 0.42
O -34.559684 -2.501996 26.247574 0.21 -0.35 -0.23
O -32.033985 -2.880809 26.359226 -1.83 1.11 0.42
C -33.165703 -0.414536 26.982922 2.39 -0.28 1.21
H -33.096749 0.876806 28.876632 0.66 -0.36 -0.34
H -34.608998 0.389891 28.271424 -0.14 0.11 0.21
H -34.816265 -1.319258 29.628590 -0.06 0.34 0.00
H -33.245078 -1.330638 30.311560 0.33 1.04 -0.13
H -34.019412 -3.458279 28.844625 -0.48 0.40 -0.24
H -32.415430 -2.858593 29.015663 0.20 -0.05 -0.48
H -33.550003 0.112049 26.109357 -0.64 -0.37 0.43
H -32.089639 -0.250622 26.925292 0.24 -0.04 -0.19
C -37.311874 0.027801 22.938571 -0.39 0.10 -0.23
C -36.716814 0.207130 24.312840 1.69 1.12 0.17
C -36.006945 1.621363 24.243222 -1.55 -0.38 -0.17
S -37.362262 2.727993 23.589987 1.37 -0.24 0.63
O -36.699976 3.681008 22.690950 -1.30 -0.79 0.88
O -38.207011 3.173549 24.717464 0.90 -0.76 -2.10
C -38.121965 1.309795 22.605625 -0.30 -0.52 0.43
H -37.965462 -0.843929 22.906696 -0.24 0.07 0.05
H -36.537313 -0.201988 22.206885 0.18 0.40 -0.05
H -35.939598 -0.527280 24.524232 -0.11 -0.23 0.01
H -37.458862 0.138013 25.108252 -0.02 0.30 0.01
H -35.266477 1.682239 23.445664 -0.03 -0.33 -0.10
H -35.531507 1.994700 25.150238 -0.52 0.11 0.11
H -38.214605 1.459824 21.529980 0.37 0.64 0.18
H -39.132610 1.131498 22.972935 -0.02 0.45 0.24
C -29.466619 -4.821842 19.157709 -1.18 0.49 -0.41
C -29.813335 -5.012532 17.667271 -0.40 0.36 -0.70
C -30.976805 -4.041505 17.221041 0.72 -0.25 -0.10
S -30.758226 -2.479708 18.148798 -0.29 -3.07 3.71
O -31.892644 -2.270995 19.067319 0.80 0.04 -1.29
O -30.271112 -1.401142 17.364939 0.46 0.70 -0.77
C -29.414376 -3.292940 19.307965 -0.22 0.97 -1.15
H -28.524847 -5.304923 19.418070 0.05 0.21 -0.10
H -30.235568 -5.283206 19.777342 -0.09 0.22 0.15
H -30.131124 -5.999381 17.330741 -0.01 -0.24 0.59
H -28.890368 -4.856468 17.108825 -0.11 0.50 -0.27
H -31.948032 -4.486682 17.436979 0.02 0.26 0.40
H -30.968051 -3.845741 16.148809 0.22 0.18 0.07
H -29.564147 -2.828781 20.282759 -0.13 -0.33 0.00
H -28.481545 -2.921232 18.883981 0.14 0.04 0.06
```
Positions in Å, forces in eV/Å.